Entry 1:
C3H4OP2 in the gas phase at a distorted geometry, computed with ωB97M-V with the def2-TZVPD basis set.

```
10
Properties=species:S:1:pos:R:3:forces:R:3
O 1.572449 -0.713145 0.780923 0.0 0.3 0.5
P 0.938951 -0.548806 -0.722456 -3.1 -1.8 0.1
C 0.007394 0.990450 -0.622769 0.6 2.5 0.8
C -1.276137 1.094701 -0.204346 1.6 0.5 -1.3
P -2.213642 -0.396639 0.196096 -1.1 0.1 0.1
C -1.098938 -1.452320 -0.325082 3.1 0.4 -1.0
H 1.942475 -1.574881 1.030015 -0.1 0.4 -0.5
H 0.554712 1.969688 -0.893666 -0.8 -1.7 0.3
H -1.748422 2.064361 -0.393935 -0.1 -0.3 0.6
H -1.255597 -2.491430 -0.548539 0.1 -0.4 0.4
```
Forces are in eV/Å.

Results
structure (SMILES)	OP1=CC=PC=1
multiplicity	1
Kohn-Sham gap	8.065	eV

=====

Entry 2:
C3H3N3O in the gas phase at a distorted geometry, computed with ωB97M-V with the def2-TZVPD basis set.

```
10
Properties=species:S:1:pos:R:3:forces:R:3
O 2.568737 -0.610641 -0.108248 -0.2 0.8 0.2
C 1.774769 0.269399 0.044190 0.0 0.0 0.1
N 0.383123 0.034094 -0.043174 -0.5 -1.2 0.5
C -0.672206 0.882047 -0.071652 0.4 1.1 0.4
N -1.810430 0.281673 -0.047488 0.0 -1.1 -0.2
C -1.411821 -1.046345 -0.008923 0.4 0.5 0.0
N -0.123605 -1.255885 0.044780 -0.1 0.6 -0.7
H 1.982443 1.342162 0.302081 0.1 -0.7 -0.3
H -0.579009 1.946784 -0.042843 0.3 0.4 -0.2
H -2.112001 -1.843292 -0.068727 -0.3 -0.5 0.2
```
Forces are in eV/Å.

Results
structure (SMILES)	O=Cn1cncn1
multiplicity	1
Kohn-Sham gap	10.980	eV

=====

Entry 3:
A molecular structure, C27H36CuN5O5S at a distorted geometry, computed with ωB97M-V with the def2-TZVPD basis set.

```
75
Properties=species:S:1:pos:R:3:forces:R:3
Cu 1.399578 -0.183959 -0.311662 0.1 0.2 0.3
O -1.332023 -5.123636 1.697526 -0.5 -1.0 2.3
C -0.937077 -4.653488 2.865028 -0.4 -0.5 -0.8
O -1.203810 -5.184211 3.922904 0.0 -0.1 0.3
C -0.126589 -3.411370 2.835161 0.1 0.1 0.7
C 0.440437 -2.868157 3.970953 -0.1 -0.1 -0.4
N 1.092686 -1.757260 3.580338 -0.1 -0.1 0.0
N 0.975180 -1.530264 2.262822 0.0 0.2 0.1
C 0.235593 -2.526180 1.798566 0.1 0.2 0.3
C -0.139287 -2.628760 0.350650 0.5 0.1 0.4
O -0.599871 -3.735758 0.001574 0.1 0.7 -1.5
O 0.038536 -1.638273 -0.368887 -0.3 0.1 -0.6
H -0.991503 -4.525130 0.941992 0.2 0.2 -0.5
H 0.414605 -3.214293 4.982294 0.0 -0.1 0.3
H 1.630715 -1.115464 4.146978 -0.2 -0.2 -0.2
C 0.129473 2.333036 -5.066520 0.0 0.0 0.0
C 1.387996 1.804525 -5.320048 0.0 0.1 -0.2
C 2.005040 0.966419 -4.414380 0.1 0.0 -0.1
C 1.367731 0.645218 -3.212692 -0.2 0.1 -0.1
C 0.094963 1.172359 -2.963694 0.0 0.0 0.1
C -0.515043 2.002981 -3.879459 0.0 0.0 0.0
N 1.916338 -0.174109 -2.254319 0.5 -0.3 0.0
N 2.992222 -0.830903 -2.646507 -0.2 0.2 -0.2
C 3.539564 -1.622677 -1.699836 0.1 -0.1 0.0
C 4.628312 -2.443375 -2.078568 0.0 0.1 0.0
C 5.200629 -3.264998 -1.151555 0.1 -0.1 0.2
C 4.700677 -3.277148 0.159788 0.1 0.0 -0.1
C 3.640793 -2.443377 0.446739 0.2 -0.2 0.3
N 3.072151 -1.638940 -0.435303 -0.1 0.3 -0.2
H -0.347237 2.981473 -5.786759 0.0 0.1 -0.1
H 1.896557 2.050076 -6.244684 0.0 0.0 0.0
H 2.979211 0.547168 -4.608225 0.1 0.0 0.0
H -0.405689 0.884966 -2.047487 0.0 0.0 0.0
H -1.507699 2.383937 -3.676663 -0.1 0.0 0.0
H 4.965798 -2.404394 -3.103293 0.0 0.0 -0.1
H 6.029708 -3.906181 -1.428410 0.0 0.0 0.0
H 5.116008 -3.919633 0.921069 0.0 0.0 0.0
H 3.211200 -2.414624 1.440891 0.0 0.0 0.1
C 1.670793 3.220604 -0.464246 0.0 0.0 0.1
C 1.803026 2.616946 0.940957 0.0 0.0 -0.1
C 2.965491 3.275116 1.690050 0.0 -0.1 -0.1
C 0.492234 2.848341 1.713762 0.1 0.0 0.0
C 1.929394 1.129717 0.828358 0.0 0.1 -0.2
H 1.699190 4.309815 -0.406274 0.0 0.1 0.0
H 0.738570 2.917033 -0.931230 -0.1 -0.1 -0.1
H 2.477713 2.886223 -1.113197 0.1 0.0 0.0
H 2.834416 4.354366 1.756904 0.0 0.1 0.0
H 3.906435 3.082651 1.177221 0.1 0.0 -0.1
H 3.046239 2.878128 2.701892 0.0 0.0 0.1
H 0.288034 3.917153 1.775636 0.0 0.1 0.0
H 0.551240 2.452243 2.725251 0.0 -0.1 0.2
H -0.330350 2.355568 1.204130 -0.1 0.0 -0.1
H 2.712284 0.776653 1.516495 0.0 -0.1 0.1
C -4.792238 2.408992 -1.746880 0.0 -0.1 -0.1
C -4.456194 2.342893 -0.267070 -0.1 0.1 0.1
C -2.968178 2.186837 -0.017162 0.1 -0.1 0.1
S -2.384999 0.463548 -0.187221 0.1 0.1 0.2
O -3.272019 -0.191179 -1.179524 -0.2 -0.1 -0.3
C -2.943556 -0.115919 1.465469 0.1 0.0 -0.1
C -3.630774 -1.464609 1.359274 -0.1 0.0 0.0
C -4.104787 -1.951865 2.722468 -0.1 0.0 -0.2
H -5.861688 2.539092 -1.892398 -0.1 0.0 -0.1
H -4.477298 1.495815 -2.248085 0.0 0.0 0.0
H -4.286681 3.251626 -2.213791 0.1 0.1 -0.1
H -4.994479 1.515210 0.197581 -0.1 -0.1 0.0
H -4.795660 3.259896 0.227751 0.0 -0.1 0.0
H -2.685862 2.491790 0.989744 0.1 0.1 0.1
H -2.383521 2.778438 -0.720517 0.1 0.1 -0.1
H -3.606097 0.626062 1.909470 -0.1 0.0 0.0
H -2.033665 -0.182638 2.063472 0.1 0.0 0.1
H -2.951891 -2.189561 0.914609 0.1 -0.1 0.0
H -4.469166 -1.382328 0.665484 0.0 0.0 0.0
H -3.271451 -2.098182 3.400628 0.2 0.0 0.2
H -4.622080 -2.904913 2.634128 0.0 -0.1 0.0
H -4.788295 -1.235159 3.180540 -0.1 0.0 0.0
```
Forces are in eV/Å.

Results
total charge	-1
⟨S²⟩	0.78
multiplicity	2
Kohn-Sham gap (alpha / beta)	5.471 / 7.350	eV

=====

Entry 4:
C4H8N2O2 in the gas phase, computed with ωB97M-V with the def2-TZVPD basis set.

```
16
Properties=species:S:1:pos:R:3:forces:R:3
C -0.049526 -0.742639 1.929581 -0.1 0.0 0.0
C 0.000938 -0.718311 0.450148 -0.2 -0.3 -0.2
N 1.245765 -0.022226 -1.541178 -0.1 -0.1 0.1
C 0.561023 0.367518 -0.330004 -0.2 0.3 -0.1
O -0.380583 -1.769176 -0.226077 0.1 0.5 0.2
H -0.884461 -2.385839 0.325844 0.1 0.0 0.0
H 0.582145 -0.269266 -2.266724 0.0 0.1 0.0
H 1.810801 0.742451 -1.886274 -0.1 0.0 0.0
H 1.190078 0.999935 0.293973 0.0 0.0 0.0
H -0.951721 -1.239844 2.289566 0.0 0.0 -0.1
H -0.030124 0.268022 2.324433 0.0 0.0 -0.1
H 0.833684 -1.290593 2.283783 0.0 0.0 -0.1
N -1.080438 1.915268 -1.525187 0.0 0.1 0.1
C -0.914535 1.187767 -0.494503 0.2 -0.2 -0.1
O -1.691058 0.865441 0.441186 0.2 -0.2 0.0
H -0.241990 2.091493 -2.068566 0.0 -0.1 0.1
```
Forces are in eV/Å.

Results
multiplicity	1
Kohn-Sham gap	7.885	eV

=====

Entry 5:
A molecular structure, C23H25IIrN6O2Se, computed with ωB97M-V with the def2-TZVPD basis set.

```
59
Properties=species:S:1:pos:R:3:forces:R:3
Ir -0.908113 0.604078 0.182723 0.0 0.1 0.0
C 0.734934 -1.843543 -3.446065 0.0 0.0 0.0
C 1.640489 -1.681181 -2.266221 0.0 0.0 0.0
N 2.869034 -2.119882 -2.330050 0.0 0.0 0.0
C 3.672962 -1.996405 -1.250682 0.0 0.0 0.0
C 3.267273 -1.463378 -0.061362 0.0 0.0 0.0
C 4.242274 -1.384894 1.078746 0.0 0.0 0.0
O 3.810039 -2.237470 2.145412 0.0 0.0 0.0
C 1.934338 -0.973860 0.045077 0.0 0.0 0.0
C 1.456451 -0.601199 1.347873 0.0 0.0 0.0
N 0.292528 -0.123856 1.650668 0.1 0.0 0.0
C -0.067913 -0.067571 3.029010 0.0 0.0 0.0
C 0.462349 -0.963084 3.960677 0.0 0.0 0.0
C 0.119132 -0.878514 5.297921 0.0 0.0 0.0
C -0.777020 0.083783 5.739484 0.0 0.0 0.0
C -1.355783 0.946903 4.824562 0.0 0.0 0.0
C -1.005742 0.848999 3.489431 0.0 0.0 0.0
I -1.971331 2.063372 2.092141 0.0 0.0 0.0
C 1.120862 -1.039592 -1.094053 0.0 0.0 0.0
O -0.088062 -0.561799 -1.201783 0.0 0.0 0.0
H 1.256610 -2.392023 -4.225594 0.0 0.0 0.0
H 0.423589 -0.869176 -3.831423 0.0 0.0 0.0
H -0.170844 -2.380080 -3.154002 0.0 0.0 0.0
H 4.684743 -2.365384 -1.369857 0.0 0.0 0.0
H 4.328678 -0.351709 1.435374 0.0 0.0 0.0
H 5.223367 -1.695928 0.714468 0.0 0.0 0.0
H 4.535142 -2.335407 2.769978 0.0 0.0 0.0
H 2.132085 -0.819303 2.165891 0.0 0.0 0.0
H 1.119569 -1.755452 3.628352 0.0 0.0 0.0
H 0.538218 -1.590372 5.995860 0.0 0.0 0.0
H -1.053071 0.142428 6.783126 0.0 0.0 0.0
H -2.086982 1.676522 5.145390 0.0 0.0 0.0
N -2.359887 -0.936629 0.321137 0.0 0.0 0.1
C -3.518342 -0.597791 -0.525953 -0.1 0.0 0.0
C -2.973253 -0.018764 -1.810572 -0.1 0.0 0.0
N -2.085473 1.134633 -1.486306 0.0 0.0 0.0
H -1.927011 -1.773459 -0.107390 0.0 0.0 0.0
H -2.691764 -1.276701 1.222454 0.0 0.0 0.0
H -4.145390 0.126005 0.001419 0.0 0.0 0.0
H -4.113459 -1.490119 -0.729520 0.0 0.0 0.0
H -3.771863 0.282608 -2.488388 0.0 0.0 0.0
H -2.357536 -0.774403 -2.296734 0.0 0.0 0.0
H -2.617166 1.992718 -1.377656 0.0 0.0 0.0
H -1.430955 1.308895 -2.248850 0.0 0.0 0.0
N 0.517242 1.998573 -0.073950 0.0 0.0 0.0
C 0.369932 2.726635 -1.235406 0.0 0.0 0.0
C -0.370369 3.921744 -1.247082 0.0 0.0 0.0
C -0.550480 4.632305 -2.423467 0.0 0.0 0.0
C -0.002048 4.182692 -3.618028 0.0 0.0 0.0
C 0.749649 3.014202 -3.612272 0.0 0.0 0.0
C 0.940240 2.291822 -2.444120 0.0 0.0 0.0
H -0.781943 4.289518 -0.313835 0.0 0.0 0.0
H -1.121129 5.553005 -2.404770 0.0 0.0 0.0
H -0.144048 4.741188 -4.533032 0.0 0.0 0.0
H 1.200143 2.657929 -4.530755 0.0 0.0 0.0
H 1.536172 1.387688 -2.448654 0.0 0.0 0.0
Se -2.084404 -4.056459 -0.963000 0.0 0.0 0.0
C -3.047057 -3.748418 0.553498 0.1 -0.1 0.1
N -3.599633 -3.444414 1.530141 -0.1 0.1 0.0
```
Forces are in eV/Å.

Results
⟨S²⟩	0.76
multiplicity	2
Kohn-Sham gap (alpha / beta)	5.994 / 5.991	eV

=====

Q: Which energy values were calculated for the entries above? A: -23798.201; -9676.576; -101745.899; -11350.652; -113577.748, in eV.